Arrangement w

Density functional theory data (ωB97M-V/def2-TZVPD) for C5H7NO as an isolated structure.

As for the frontier orbital gap (spin up / spin down): 6.8 / 7.7 eV. The LUMO energy (spin up / spin down) is -0.02662 / -0.00997 hartree. The spin multiplicity is 1. As for the net charge: 0.

CARTESIAN COORDINATES (ANGSTROEM)
N  -1.63201  -1.15683  -0.85697
C  -0.97528  -0.00599  -0.77354
O  -1.19319  0.98565  0.18617
C  0.22627  1.27893  0.02110
C  0.88731  0.25833  0.94973
C  0.26316  -1.03215  0.41176
C  0.17808  0.57508  -1.32474
H  -2.49305  -1.07736  -0.31059
H  0.47161  2.33332  0.15512
H  0.68360  0.42134  2.01353
H  1.97193  0.22458  0.79035
H  -0.37207  -1.58226  1.09858
H  0.86915  -1.68488  -0.20858
H  0.97682  0.14248  -1.91099

***

Arrangement x

Density functional theory data (ωB97M-V/def2-TZVPD) for C5H7NO as an isolated structure.

As for the frontier orbital gap: 8.8 eV. The LUMO energy is 0.02710 hartree. The spin multiplicity is 1. As for the net charge: 0.

CARTESIAN COORDINATES (ANGSTROEM)
C  -1.29681  -1.41249  0.14999
C  -0.54546  -0.15628  -0.12790
C  0.87782  -0.15460  -0.60710
C  1.78073  0.82473  0.11343
O  1.41548  1.58815  0.98439
C  -1.14163  1.02196  -0.01803
N  -1.29529  2.15819  0.43925
H  -2.34206  -1.18480  0.37600
H  -0.88354  -2.01193  0.97144
H  -1.27798  -2.01430  -0.76002
H  -0.40492  1.63785  0.83537
H  1.30034  -1.15749  -0.45777
H  0.97633  0.04444  -1.68516
H  2.83698  0.81656  -0.21390

***

Stability, lowest: arrangement w

***

Arrangement w

Density functional theory data (ωB97M-V/def2-TZVPD) for a 3-piece molecular cluster, C2H10N2O2 overall.

As for the frontier orbital gap: 9.6 eV. The LUMO energy is 0.02154 hartree. The spin multiplicity is 1. As for the net charge: 0. Its SMILES is [H]/N=C/NC.O.O.

CARTESIAN COORDINATES (ANGSTROEM)
C  -0.99130  -0.07672  0.62772
N  -1.63386  -0.66004  -0.65189
C  -0.78549  -1.75029  -1.20431
N  -0.92485  -2.24431  -2.37314
H  -1.59236  -0.32657  1.42026
H  -0.88464  1.01537  0.50539
H  -0.05414  -0.51932  0.80705
H  -2.40683  -0.45284  -1.22902
H  0.01582  -2.06796  -0.47755
H  -0.42202  -3.16755  -2.24619
H  1.88136  1.29133  6.67487
H  1.45990  2.79161  6.67552
O  2.24003  2.21831  6.72282
H  1.27107  0.66087  -3.80132
H  1.50597  2.07899  -3.51476
O  1.23467  1.53026  -4.24526

***

Arrangement x

Density functional theory data (ωB97M-V/def2-TZVPD) for a 3-piece molecular cluster, C2H10N2O2 overall.

As for the frontier orbital gap: 7.1 eV. The LUMO energy is 0.01278 hartree. The spin multiplicity is 1. As for the net charge: 0. Its SMILES is N/C=C/N.O.O.

CARTESIAN COORDINATES (ANGSTROEM)
C  1.70930  -1.75842  -0.38858
C  2.81490  -0.95572  -0.36565
N  3.65349  -1.33986  0.76320
N  0.97100  -1.91985  -1.56517
H  1.40408  -2.37388  0.40733
H  2.94895  0.17594  -0.74477
H  4.39404  -0.68484  0.89195
H  2.94297  -1.63622  1.42559
H  0.09837  -2.47575  -1.60733
H  1.27425  -1.40893  -2.42311
H  -3.32453  3.12397  -0.89964
H  -1.76118  2.95969  -0.63940
O  -2.58130  3.48385  -0.39315
H  -4.59163  2.31456  1.62028
H  -4.79878  1.03617  0.80140
O  -4.68160  1.27516  1.80651

***

Stability, lowest: arrangement x